The following is a quantum chemistry calculation of a structure of composition C39H38Cl2CsFN10O6S, from the Open Molecules 2025 dataset.

```
! wB97M-V def2-TZVPD RIJCOSX def2/J DEFGRID3
* xyz -2 1
Cs 1.332 -1.730 -0.172
N -3.070 1.379 0.887
C -2.117 1.143 -0.038
N -0.973 0.926 0.552
C -1.278 1.035 1.870
N -2.546 1.303 2.128
C -0.255 0.889 2.916
C -0.490 1.215 4.250
N 0.454 1.095 5.176
C 1.640 0.658 4.758
C 1.882 0.328 3.431
N 0.928 0.438 2.515
H -4.059 1.507 0.764
H -2.284 1.152 -1.104
H -1.461 1.584 4.559
H 2.427 0.568 5.499
H 2.851 -0.014 3.078
N 3.883 -1.444 -3.395
C 2.549 -1.173 -3.396
O 2.053 -0.645 -2.390
C 1.787 -1.514 -4.646
C 1.776 -0.390 -5.708
H 4.444 -1.196 -2.585
H 4.285 -1.922 -4.179
H 0.770 -1.767 -4.329
H 2.227 -2.426 -5.073
H 1.319 0.511 -5.266
H 2.823 -0.122 -5.946
C -3.945 -7.764 -1.178
C -4.426 -6.890 -0.024
C -5.901 -6.558 -0.209
C -6.391 -5.631 0.889
C -5.563 -4.378 0.886
C -6.093 -3.161 1.256
C -5.288 -2.029 1.264
F -5.851 -0.848 1.634
C -3.971 -2.078 0.915
C -3.419 -3.300 0.520
C -1.979 -3.316 0.152
O -1.371 -2.254 0.071
C -1.435 -4.639 -0.089
C -2.290 -5.683 -0.142
N -3.640 -5.649 0.083
C -4.212 -4.453 0.493
C 0.059 -4.964 -0.301
O 0.283 -5.943 -1.034
O 0.845 -4.229 0.332
H -4.685 -8.545 -1.361
H -2.993 -8.250 -0.979
H -3.837 -7.168 -2.086
H -4.316 -7.447 0.916
H -6.464 -7.493 -0.215
H -6.036 -6.085 -1.186
H -6.295 -6.137 1.856
H -7.447 -5.387 0.762
H -7.132 -3.077 1.551
H -3.328 -1.210 0.933
H -1.864 -6.639 -0.410
Cl 0.211 3.907 1.202
C 1.342 3.801 2.511
C 0.946 4.238 3.767
C 1.836 4.161 4.824
C 3.106 3.644 4.624
C 3.476 3.205 3.364
Cl 5.052 2.524 3.153
C 2.613 3.271 2.262
N 2.965 2.820 0.985
C 3.869 3.532 0.209
C 4.214 4.853 0.493
C 5.117 5.539 -0.312
C 5.684 4.918 -1.409
C 5.321 3.604 -1.705
C 4.421 2.893 -0.930
C 3.972 1.512 -1.329
C 4.382 0.361 -0.377
O 5.142 -0.518 -0.805
O 3.845 0.408 0.775
H -0.056 4.623 3.900
H 1.535 4.490 5.810
H 3.812 3.562 5.438
H 3.148 1.775 0.931
H 3.779 5.347 1.356
H 5.374 6.565 -0.069
H 6.389 5.444 -2.040
H 5.736 3.111 -2.577
H 4.335 1.277 -2.328
H 2.878 1.494 -1.381
C -1.307 5.992 -3.126
N -1.420 4.582 -2.814
C -0.320 3.802 -2.555
N 0.776 4.476 -2.118
S -0.297 2.170 -2.785
H -2.268 6.342 -3.499
H -0.540 6.193 -3.881
H -1.078 6.580 -2.234
H -2.111 4.062 -3.330
H 0.677 5.368 -1.664
H 1.532 3.890 -1.793
*
```

Results
lowest unoccupied orbital energy = 3.33 eV
relative energy (zero: lowest compared OMol25 entry of this formula, charge and spin) = 82.6 kJ/mol
E_tot = -107394.85553 eV
Kohn-Sham gap = 2.71 eV
HOMO level = 0.614 eV
max |F| = 1.593 eV Å⁻¹